The following is a quantum chemistry calculation of C20H18BrClN2Rh as an isolated structure at a distorted geometry, from OMol25.

Geometry as ORCA input:
```
! wB97M-V def2-TZVPD RIJCOSX def2/J DEFGRID3
* xyz 1 1
Rh 1.028 0.090 -0.665
Br 3.466 0.529 -0.890
C 3.357 2.368 -0.382
C 4.481 3.127 -0.407
C 4.372 4.482 -0.024
C 3.165 4.984 0.363
C 2.000 4.176 0.392
C 0.754 4.698 0.814
C -0.349 3.901 0.847
C -0.265 2.547 0.449
C 0.909 1.985 0.014
C 2.077 2.816 0.003
H 5.432 2.712 -0.711
H 5.252 5.109 -0.039
H 3.075 6.021 0.660
H 0.698 5.736 1.116
H -1.299 4.296 1.179
H -1.162 1.955 0.502
C -3.969 -1.058 0.744
N -3.376 -0.646 -0.535
C -4.266 -0.100 -1.567
C -2.102 -0.391 -0.588
N -0.966 -0.191 -0.625
H -4.748 -1.791 0.543
H -4.402 -0.201 1.262
H -3.206 -1.514 1.369
H -5.044 -0.832 -1.775
H -3.700 0.085 -2.476
H -4.724 0.831 -1.229
Cl -1.435 -7.084 0.601
C -0.624 -5.556 0.383
C 0.357 -5.167 1.281
C 1.003 -3.958 1.102
C 0.679 -3.116 0.023
C 1.363 -1.860 -0.163
C -0.325 -3.540 -0.867
C -0.966 -4.750 -0.693
H 0.609 -5.816 2.108
H 1.774 -3.654 1.799
H 1.139 -1.592 -1.255
H 2.252 -1.638 0.432
H -0.587 -2.910 -1.710
H -1.728 -5.083 -1.384
*
```

Values from the calculation:
HOMO-LUMO gap (alpha / beta) ... 6.2 / 6.2 eV
HOMO (alpha / beta) ... -10.87 / -10.87 eV
Energy above the lowest of the compared OMol25 structures with the same formula, charge and spin ... 1.157 eV

The following is a quantum chemistry calculation of an isolated ion of composition C3H6N3O and charge -1 at a distorted geometry, from OMol25.

Geometry as ORCA input:
```
! wB97M-V def2-TZVPD RIJCOSX def2/J DEFGRID3
* xyz -1 1
H -0.137 1.667 -0.606
N -0.739 1.789 0.222
C -1.130 0.596 0.423
C -1.075 -0.555 -0.369
C 0.081 -1.189 0.440
N 1.367 -0.894 0.394
N 1.864 0.124 -0.154
O 3.064 0.494 -0.225
H -1.713 0.576 1.311
H -0.830 -0.216 -1.431
H -1.944 -1.287 -0.540
H -0.006 -1.779 1.302
H 1.197 0.673 -0.768
*
```

Values from the calculation:
SMILES ... [H]/N=C\C/C=N\N[O-]
HOMO-LUMO gap (alpha / beta) ... 5.8 / 5.8 eV
HOMO (alpha / beta) ... -1.66 / -1.67 eV
Energy above the lowest of the compared OMol25 structures with the same formula, charge and spin ... 1.302 eV

The following is a quantum chemistry calculation of an isolated ion of composition C2HClFO4P and charge -2 at a distorted geometry, from OMol25.

Geometry as ORCA input:
```
! wB97M-V def2-TZVPD RIJCOSX def2/J DEFGRID3
* xyz -2 1
O 1.933 0.254 1.636
C 1.757 -0.199 0.539
Cl 3.037 -1.122 -0.305
C 0.415 -0.306 -0.240
F 0.714 -0.028 -1.569
P -0.710 -1.948 0.106
O -1.017 -1.649 1.516
O -1.873 -1.735 -0.945
O 0.192 -3.098 -0.211
H -0.119 0.569 0.247
*
```

Values from the calculation:
SMILES ... O=C(Cl)[C@@H](F)P(=O)([O-])[O-]
HOMO-LUMO gap ... 5.5 eV
HOMO ... 0.27 eV
Energy above the lowest of the compared OMol25 structures with the same formula, charge and spin ... 0.513 eV

The following is a quantum chemistry calculation of C3H4O2 in the gas phase at a distorted geometry, from OMol25.

Geometry as ORCA input:
```
! wB97M-V def2-TZVPD RIJCOSX def2/J DEFGRID3
* xyz 0 1
C -0.994 1.465 1.128
C -0.021 -0.032 -0.004
C 0.574 -1.110 -0.798
O -0.993 0.986 -0.194
O 0.053 0.527 1.347
H -0.820 2.481 1.492
H 1.184 -0.821 -1.751
H -0.273 -1.870 -1.157
H 1.290 -1.626 -0.062
*
```

Values from the calculation:
HOMO-LUMO gap (alpha / beta) ... 8.6 / 8.2 eV
HOMO (alpha / beta) ... -7.79 / -7.53 eV
Energy above the lowest of the compared OMol25 structures with the same formula, charge and spin ... 5.265 eV

The following is a quantum chemistry calculation of C26H19F9N5O3SV as an isolated structure at a distorted geometry, from OMol25.

Geometry as ORCA input:
```
! wB97M-V def2-TZVPD RIJCOSX def2/J DEFGRID3
* xyz -1 4
V 0.939 -1.063 0.702
N -1.312 5.246 -3.454
C -0.468 4.435 -2.711
C -0.978 3.612 -1.705
C -0.123 2.896 -0.890
C 1.243 2.989 -1.079
C 1.761 3.769 -2.093
C 0.913 4.492 -2.907
S 2.353 2.136 0.041
O 3.712 2.370 -0.388
O 2.045 2.566 1.381
N 1.946 0.561 -0.047
C 1.913 -0.017 -1.230
N 1.402 -1.280 -1.103
C 1.313 -2.022 -2.204
C 1.729 -1.525 -3.432
C 2.183 -0.215 -3.464
N 2.264 0.550 -2.375
H -2.277 4.959 -3.477
H -0.950 5.563 -4.338
H -2.049 3.551 -1.564
H -0.501 2.268 -0.099
H 2.829 3.793 -2.226
H 1.309 5.117 -3.696
H 0.872 -3.007 -2.094
H 1.668 -2.118 -4.331
H 2.487 0.263 -4.387
C -1.427 2.218 3.885
C -0.251 1.493 3.740
C -0.068 0.666 2.656
C -1.060 0.522 1.668
C -2.236 1.283 1.819
C -2.408 2.107 2.913
N -0.799 -0.267 0.588
C -1.822 -0.732 -0.202
C -3.021 -1.221 0.347
C -4.027 -1.704 -0.461
C -3.875 -1.727 -1.839
C -2.706 -1.235 -2.400
C -1.698 -0.731 -1.601
H -1.566 2.871 4.736
H 0.531 1.584 4.480
H 0.878 0.142 2.524
H -3.002 1.234 1.056
H -3.322 2.679 3.005
H -3.133 -1.228 1.421
H -4.940 -2.079 -0.015
H -4.662 -2.119 -2.468
H -2.584 -1.241 -3.475
H -0.810 -0.304 -2.047
F 0.142 -3.493 4.311
C 0.666 -4.287 3.376
F -0.292 -5.134 2.997
F 1.597 -5.040 3.990
C 1.191 -3.433 2.172
O 0.233 -2.662 1.723
C 1.716 -4.401 1.063
F 2.187 -3.703 0.018
F 2.714 -5.214 1.458
F 0.750 -5.186 0.589
C 2.428 -2.604 2.672
F 2.028 -1.632 3.496
F 3.364 -3.308 3.326
F 3.064 -2.000 1.648
*
```

Values from the calculation:
HOMO-LUMO gap (alpha / beta) ... 6.0 / 6.9 eV
HOMO (alpha / beta) ... -3.36 / -4.24 eV
Energy above the lowest of the compared OMol25 structures with the same formula, charge and spin ... 0.429 eV

The following is a quantum chemistry calculation of C34H41BF3N2PdSSb as an isolated structure at a distorted geometry, from OMol25.

Geometry as ORCA input:
```
! wB97M-V def2-TZVPD RIJCOSX def2/J DEFGRID3
* xyz 2 5
Pd 0.972 1.183 3.665
C 1.299 -1.971 3.569
C 1.883 -1.479 2.290
N 2.141 -0.014 2.298
C 3.632 0.254 2.523
C 4.048 0.469 3.953
S 2.866 0.940 5.299
C 2.346 -0.693 6.002
C 0.888 -1.019 5.820
N 0.589 -0.910 4.375
H 2.118 -2.349 4.213
H 0.593 -2.839 3.398
H 1.212 -1.709 1.457
H 2.880 -1.997 2.144
H 2.013 0.350 1.350
H 3.844 1.098 1.800
H 4.254 -0.534 2.114
H 4.869 1.178 3.988
H 4.555 -0.396 4.273
H 2.488 -0.588 7.054
H 3.069 -1.434 5.699
H 0.244 -0.249 6.367
H 0.703 -2.082 6.193
H -0.441 -1.027 4.304
F 2.604 3.739 2.421
B 1.392 3.144 2.396
F 1.083 2.448 1.243
C -0.315 2.732 -3.135
C 0.374 1.923 -4.249
C 0.925 2.676 -5.311
C 1.484 2.032 -6.399
C 1.383 0.656 -6.512
C 0.801 -0.087 -5.473
C 0.454 0.560 -4.264
Sb -0.045 -0.647 -2.473
C -2.160 -0.323 -2.731
C -2.614 -0.432 -4.030
C -3.909 0.028 -4.323
C -4.751 0.409 -3.251
C -4.353 0.271 -1.931
C -3.034 -0.108 -1.635
C -2.528 -0.401 -0.251
C 0.359 -2.516 -3.544
C 1.731 -2.707 -3.861
C 2.101 -3.824 -4.601
C 1.110 -4.761 -4.987
C -0.198 -4.587 -4.502
C -0.533 -3.527 -3.707
C -1.964 -3.603 -3.139
H -0.254 3.818 -3.330
H 0.214 2.623 -2.178
H -1.371 2.413 -3.075
H 0.884 3.749 -5.257
H 2.018 2.515 -7.190
H 1.715 0.059 -7.365
H 0.597 -1.155 -5.677
H -1.951 -0.741 -4.845
H -4.236 0.099 -5.359
H -5.815 0.799 -3.496
H -5.045 0.329 -1.077
H -3.368 -0.458 0.494
H -1.838 0.409 0.061
H -1.981 -1.335 -0.147
H 2.407 -1.888 -3.621
H 3.100 -3.975 -4.942
H 1.361 -5.619 -5.524
H -1.016 -5.311 -4.685
H -2.100 -2.985 -2.277
H -2.140 -4.642 -2.892
H -2.722 -3.338 -3.884
F -3.386 0.671 5.966
C -2.760 1.678 5.241
C -2.459 1.302 3.963
C -1.374 1.922 3.270
C -0.711 3.021 3.843
C 0.190 3.942 3.050
C -1.186 3.454 5.154
C -2.135 2.735 5.905
H -3.022 0.521 3.421
H -1.226 1.727 2.194
H 0.490 4.783 3.655
H -0.338 4.364 2.186
H -0.739 4.329 5.576
H -2.263 2.908 6.946
*
```

Values from the calculation:
HOMO-LUMO gap (alpha / beta) ... 5.1 / 4.6 eV
HOMO (alpha / beta) ... -9.93 / -13.57 eV

The following is a quantum chemistry calculation of C5H7NO as an isolated structure at a distorted geometry, from OMol25.

Geometry as ORCA input:
```
! wB97M-V def2-TZVPD RIJCOSX def2/J DEFGRID3
* xyz 0 1
C 0.117 1.935 0.046
C 0.265 0.528 0.554
C 0.247 -0.601 -0.282
C -0.030 -1.885 0.417
O -1.347 -1.387 0.519
C 0.023 -0.521 -1.692
N -0.071 -0.436 -2.843
H 1.087 2.338 -0.249
H -0.287 2.595 0.818
H -0.544 1.987 -0.823
H 0.846 0.383 1.466
H -0.885 -0.143 0.877
H 0.075 -2.805 -0.180
H 0.502 -1.988 1.372
*
```

Values from the calculation:
HOMO-LUMO gap ... 8.3 eV
HOMO ... -9.13 eV
Energy above the lowest of the compared OMol25 structures with the same formula, charge and spin ... 4.480 eV

The following is a quantum chemistry calculation of C22H50NPSi4TeTi as an isolated structure at a distorted geometry, from OMol25.

Geometry as ORCA input:
```
! wB97M-V def2-TZVPD RIJCOSX def2/J DEFGRID3
* xyz 0 3
C 0.855 5.596 -2.464
C 1.648 5.034 -1.468
C 1.292 3.814 -0.863
C 0.070 3.243 -1.248
C -0.791 3.875 -2.154
C -0.386 5.052 -2.780
C 2.267 3.190 0.103
C 2.285 3.864 1.513
N 1.057 4.015 2.257
Ti -0.740 1.260 -1.510
C -2.201 3.340 -2.331
P -2.709 2.273 -0.860
H 2.573 5.522 -1.146
H -1.061 5.503 -3.504
H 1.187 6.499 -2.967
H -2.364 2.850 -3.308
H -2.964 4.127 -2.240
H 2.148 2.091 0.199
H 3.289 3.352 -0.285
H 2.948 3.282 2.174
C -4.321 1.566 -1.276
C -3.054 3.510 0.409
H 2.683 4.892 1.388
C 0.233 5.167 2.042
C 0.635 3.080 3.255
H -2.163 0.121 -2.126
H 0.439 5.970 2.790
H 0.427 5.589 1.039
H -0.846 4.932 2.120
H 0.687 3.530 4.264
H -0.412 2.774 3.100
H 1.272 2.190 3.221
H -3.946 4.092 0.108
H -3.229 2.961 1.352
H -2.208 4.200 0.566
H -4.932 2.296 -1.823
H -4.252 0.653 -1.883
H -4.806 1.310 -0.318
H -1.959 -0.243 -1.499
C -1.702 -2.418 2.669
Si -1.467 -3.170 0.956
C -1.411 -5.051 1.112
C -2.918 -2.662 -0.132
Si 0.531 -2.350 0.049
Te 0.137 0.155 0.610
Si 2.265 -3.105 1.450
C 2.353 -4.985 1.610
C 3.910 -2.489 0.770
C 1.964 -2.368 3.161
Si 0.793 -3.354 -2.072
C 0.924 -5.238 -1.945
C -0.706 -2.902 -3.125
C 2.365 -2.691 -2.875
H -2.743 -2.610 2.974
H -1.540 -1.331 2.671
H -1.037 -2.867 3.419
H -2.374 -5.371 1.540
H -1.292 -5.557 0.146
H -0.617 -5.403 1.782
H -2.936 -1.589 -0.360
H -2.946 -3.217 -1.079
H -3.840 -2.898 0.427
H 2.489 -5.494 0.648
H 3.230 -5.220 2.235
H 1.474 -5.416 2.104
H 3.916 -1.397 0.656
H 4.706 -2.762 1.481
H 4.156 -2.936 -0.203
H 1.719 -1.298 3.112
H 1.157 -2.880 3.701
H 2.891 -2.480 3.744
H 0.021 -5.704 -1.529
H 1.063 -5.647 -2.959
H 1.781 -5.568 -1.343
H -0.941 -1.831 -3.073
H -0.478 -3.147 -4.175
H -1.604 -3.466 -2.838
H 2.430 -1.599 -2.784
H 3.273 -3.124 -2.434
H 2.352 -2.937 -3.947
*
```

Values from the calculation:
HOMO-LUMO gap (alpha / beta) ... 6.4 / 6.8 eV
HOMO (alpha / beta) ... -6.28 / -7.08 eV

The following is a quantum chemistry calculation of C22H18BrNO7PtS3Sb as an isolated structure at a distorted geometry, from OMol25.

Geometry as ORCA input:
```
! wB97M-V def2-TZVPD RIJCOSX def2/J DEFGRID3
* xyz 0 2
Pt -0.838 -1.045 0.338
C -4.419 2.492 4.926
O -3.093 2.398 5.426
C -2.183 1.743 4.676
C -0.859 1.791 5.154
C 0.123 1.191 4.422
C -0.145 0.535 3.202
C 0.935 0.120 2.339
C 2.249 -0.342 2.874
O 0.780 0.135 1.100
C -1.493 0.414 2.779
O -1.944 -0.326 1.787
C -2.497 1.057 3.521
H -4.958 3.125 5.625
H -4.896 1.511 4.883
H -4.428 2.946 3.934
H -0.651 2.315 6.075
H 1.147 1.268 4.762
H 2.627 0.284 3.680
H 2.972 -0.408 2.065
H 2.078 -1.344 3.279
H -3.513 0.952 3.170
S -0.723 -5.504 -0.542
Sb -2.092 -4.169 0.914
S -0.385 -2.733 1.795
S -2.489 -2.320 -0.560
Br -5.568 1.501 -1.893
C -3.693 1.620 -1.731
C -2.956 2.422 -2.582
C -1.583 2.471 -2.410
C -1.006 1.700 -1.419
N -1.726 0.924 -0.607
C -3.050 0.885 -0.753
H -3.446 2.995 -3.357
H -0.965 3.089 -3.046
H 0.062 1.697 -1.255
H -3.597 0.257 -0.063
O 1.115 -1.962 -0.700
C 0.920 -1.363 -1.784
O -0.169 -0.773 -1.990
C 1.997 -1.337 -2.815
C 1.884 -0.501 -3.916
C 2.892 -0.434 -4.883
C 3.985 -1.239 -4.688
O 5.090 -1.363 -5.483
C 5.953 -2.291 -4.820
O 5.281 -2.766 -3.657
C 4.096 -2.076 -3.593
C 3.126 -2.151 -2.633
H 0.991 0.100 -4.014
H 2.818 0.215 -5.745
H 6.875 -1.782 -4.528
H 6.165 -3.127 -5.486
H 3.203 -2.800 -1.773
*
```

Values from the calculation:
HOMO-LUMO gap (alpha / beta) ... 7.1 / 5.8 eV
HOMO (alpha / beta) ... -8.04 / -8.04 eV
Energy above the lowest of the compared OMol25 structures with the same formula, charge and spin ... 0.950 eV

The following is a quantum chemistry calculation of C5H4 in the gas phase at a distorted geometry, from OMol25.

Geometry as ORCA input:
```
! wB97M-V def2-TZVPD RIJCOSX def2/J DEFGRID3
* xyz 0 1
C 1.699 0.578 -0.153
C 2.333 -0.574 0.088
C 0.402 0.240 0.105
C -0.875 0.159 0.169
C -2.151 -0.166 -0.002
H 2.014 1.493 -0.652
H 2.026 -1.358 0.851
H -2.975 -0.576 0.545
H -2.473 0.203 -0.952
*
```

Values from the calculation:
HOMO-LUMO gap (alpha / beta) ... 8.1 / 7.2 eV
HOMO (alpha / beta) ... -8.67 / -7.70 eV
Energy above the lowest of the compared OMol25 structures with the same formula, charge and spin ... 3.336 eV

The following is a quantum chemistry calculation of C27H21F3GeN5O3Re as an isolated structure at a distorted geometry, from OMol25.

Geometry as ORCA input:
```
! wB97M-V def2-TZVPD RIJCOSX def2/J DEFGRID3
* xyz 2 1
Re 1.710 -0.815 1.624
O 1.372 -0.589 3.635
N 1.185 0.435 4.420
C 0.137 1.242 4.225
C -0.066 2.414 5.045
N -0.162 3.438 5.576
C -0.678 0.934 3.044
N -1.038 0.439 2.083
C 2.686 4.074 -0.476
N 1.858 3.527 0.576
C 0.639 4.290 0.844
C 1.917 2.285 0.868
N 1.878 1.151 1.160
H 2.740 5.190 -0.329
H 2.264 3.852 -1.437
H 3.682 3.709 -0.420
H 0.773 4.937 1.718
H -0.252 3.635 0.922
H 0.511 4.901 -0.066
F 1.863 -2.893 2.266
C 3.238 -3.523 2.221
F 3.554 -3.619 3.460
F 3.079 -4.676 1.666
C 4.019 -2.557 1.396
O 5.101 -2.833 1.059
O 3.504 -1.292 1.179
C 0.597 -1.264 0.168
Ge -1.224 -0.348 0.185
C 0.934 -1.901 -1.132
C 2.229 -2.342 -1.450
C 2.479 -3.086 -2.600
C 1.402 -3.298 -3.446
C 0.096 -2.880 -3.167
C -0.117 -2.251 -1.979
C -2.886 -1.281 0.300
C -3.277 -2.006 1.434
C -4.544 -2.593 1.435
C -5.365 -2.528 0.326
C -4.909 -1.886 -0.844
C -3.708 -1.231 -0.819
C -1.031 1.184 -0.936
C 0.125 1.406 -1.715
C 0.175 2.387 -2.706
C -0.912 3.272 -2.822
C -2.045 3.066 -2.077
C -2.130 2.015 -1.156
H 3.111 -2.079 -0.869
H 3.483 -3.446 -2.877
H 1.562 -3.812 -4.388
H -0.770 -3.088 -3.831
H -1.138 -1.988 -1.677
H -2.663 -2.089 2.293
H -4.918 -2.953 2.343
H -6.345 -2.904 0.444
H -5.583 -1.756 -1.687
H -3.396 -0.697 -1.747
H 0.970 0.737 -1.544
H 1.106 2.435 -3.287
H -0.904 4.012 -3.632
H -2.882 3.669 -2.200
H -3.037 1.870 -0.602
*
```

Values from the calculation:
HOMO-LUMO gap (alpha / beta) ... 7.0 / 7.0 eV
HOMO (alpha / beta) ... -14.72 / -14.72 eV
Energy above the lowest of the compared OMol25 structures with the same formula, charge and spin ... 0.000 eV

The following is a quantum chemistry calculation of C6H9N in the gas phase, from OMol25.

Geometry as ORCA input:
```
! wB97M-V def2-TZVPD RIJCOSX def2/J DEFGRID3
* xyz 0 1
C 1.493 -1.819 -1.318
C 0.934 -0.991 -0.476
C 0.338 -0.188 0.369
C 1.063 0.478 1.514
C -1.148 0.029 0.253
C -1.718 0.703 -0.933
N -1.720 1.369 0.368
H 1.530 -2.886 -1.114
H 1.932 -1.473 -2.251
H 0.991 1.571 1.443
H 2.122 0.208 1.521
H 0.620 0.189 2.474
H -1.749 -0.729 0.755
H -2.696 0.425 -1.317
H -1.011 1.046 -1.686
H -0.983 2.069 0.397
*
```

Values from the calculation:
SMILES ... C=C=C(C)[C@@H]1CN1
HOMO-LUMO gap ... 10.2 eV
HOMO ... -9.22 eV
Energy above the lowest of the compared OMol25 structures with the same formula, charge and spin ... 2.921 eV

Number 1: electronic energy -109577.0908 eV. Number 2: electronic energy -9721.7153 eV. Number 3: electronic energy -34810.5427 eV. Number 4: electronic energy -7265.4208 eV. Number 5: electronic energy -101847.8935 eV. Number 6: electronic energy -68566.5830 eV. Number 7: electronic energy -8831.7233 eV. Number 8: electronic energy -96322.3341 eV. Number 9: electronic energy -151259.7226 eV. Number 10: electronic energy -5242.8596 eV. Number 11: electronic energy -108710.1808 eV. Number 12: electronic energy -7855.2390 eV.